Entry 1:
# C52H48Br4N8O16

A 10-piece molecular cluster, C52H48Br4N8O16 overall (wB97M-V/def2-TZVPD, the Open Molecules 2025 dataset).

Each line ends with the Löwdin spin population.
Element x y z (Å)
Br  -0.564  0.733  2.570  0.00
C  -0.604  -0.757  1.256  0.00
C  -0.590  -0.121  -0.134  0.00
Br  -2.241  0.929  -0.531  0.00
H  -1.475  -1.407  1.345  0.00
H  0.253  -1.421  1.360  0.00
H  -0.408  -0.828  -0.944  0.00
H  0.251  0.567  -0.048  0.00
Br  -2.645  3.920  4.744  0.00
C  -0.719  4.243  5.346  0.00
C  0.315  3.280  4.726  0.00
Br  2.150  4.059  4.944  0.00
H  -0.657  4.320  6.432  0.00
H  -0.474  5.281  5.119  0.00
H  0.147  3.154  3.657  0.00
H  0.213  2.271  5.128  0.00
C  -0.063  -8.213  0.385  0.00
C  0.212  -6.887  0.055  0.00
C  -0.317  -5.858  0.823  0.00
C  -1.272  -6.080  1.807  0.00
C  -1.522  -7.385  2.182  0.00
C  -0.898  -8.432  1.510  0.00
N  -1.922  -4.917  2.549  0.00
O  -1.488  -3.840  2.231  0.00
O  -2.848  -5.230  3.262  0.00
H  0.478  -9.016  -0.092  0.00
H  0.935  -6.590  -0.690  0.00
H  -0.081  -4.832  0.582  0.00
H  -2.308  -7.530  2.910  0.00
H  -1.094  -9.449  1.817  0.00
C  3.922  -3.192  -1.084  0.00
C  3.970  -2.588  0.226  0.00
C  5.140  -2.457  0.960  0.00
C  6.362  -2.764  0.290  0.00
C  6.348  -3.350  -0.965  0.00
C  5.121  -3.620  -1.614  0.00
N  7.566  -2.582  1.061  0.00
O  8.580  -3.187  0.687  0.00
O  7.477  -1.919  2.115  0.00
H  2.989  -3.121  -1.623  0.00
H  3.059  -2.151  0.606  0.00
H  5.127  -2.091  1.976  0.00
H  7.163  -3.759  -1.545  0.00
H  5.081  -4.042  -2.608  0.00
C  0.849  4.988  0.855  0.00
C  0.675  6.359  0.573  0.00
C  -0.557  6.784  0.299  0.00
C  -1.700  5.985  0.461  0.00
C  -1.522  4.663  0.857  0.00
C  -0.252  4.138  1.003  0.00
N  -3.052  6.565  0.225  0.00
O  -3.313  7.685  0.626  0.00
O  -3.882  5.793  -0.285  0.00
H  1.851  4.588  0.898  0.00
H  1.527  6.977  0.330  0.00
H  -0.797  7.731  -0.161  0.00
H  -2.277  3.891  0.876  0.00
H  -0.064  3.118  1.306  0.00
C  -0.334  2.846  -4.743  0.00
C  -0.200  3.924  -5.659  0.00
C  -0.591  5.204  -5.243  0.00
C  -1.182  5.432  -3.992  0.00
C  -1.284  4.346  -3.166  0.00
C  -0.928  3.087  -3.529  0.00
N  -1.823  6.689  -3.666  0.00
O  -1.886  7.501  -4.529  0.00
O  -2.457  6.809  -2.644  0.00
H  0.014  1.890  -5.106  0.00
H  0.252  3.943  -6.640  0.00
H  -0.357  6.082  -5.827  0.00
H  -1.721  4.447  -2.184  0.00
H  -1.136  2.287  -2.834  0.00
C  3.999  4.461  -0.746  0.00
C  3.137  4.500  -1.793  0.00
C  2.620  3.306  -2.327  0.00
C  2.879  2.035  -1.703  0.00
C  3.840  2.043  -0.624  0.00
C  4.354  3.268  -0.168  0.00
N  2.204  0.807  -2.090  0.00
O  2.714  -0.246  -1.706  0.00
O  1.081  0.916  -2.537  0.00
H  4.596  5.266  -0.343  0.00
H  2.857  5.352  -2.395  0.00
H  1.982  3.271  -3.197  0.00
H  4.154  1.114  -0.172  0.00
H  5.087  3.337  0.622  0.00
C  -2.893  -5.507  -5.370  0.09
C  -1.580  -5.255  -5.251  0.01
C  -1.182  -4.479  -4.202  0.08
C  -2.074  -3.886  -3.413  0.03
C  -3.487  -3.995  -3.590  0.04
C  -3.880  -4.876  -4.516  0.00
N  -1.659  -3.248  -2.184  0.30
O  -0.421  -3.113  -2.072  0.21
O  -2.485  -2.890  -1.303  0.21
H  -3.078  -6.320  -6.057  0.01
H  -0.854  -5.784  -5.851  0.00
H  -0.144  -4.642  -3.955  0.01
H  -4.138  -3.464  -2.912  0.01
H  -4.945  -5.033  -4.606  0.00
C  -5.370  -0.965  -0.206  0.00
C  -6.152  -2.065  -0.114  0.00
C  -7.442  -1.864  0.222  0.00
C  -7.951  -0.572  0.521  0.00
C  -7.114  0.512  0.473  0.00
C  -5.790  0.363  0.121  0.00
N  -9.335  -0.429  1.051  0.00
O  -9.573  0.535  1.746  0.00
O  -10.134  -1.417  0.991  0.00
H  -4.351  -1.140  -0.518  0.00
H  -5.879  -3.021  -0.534  0.00
H  -8.088  -2.724  0.122  0.00
H  -7.353  1.506  0.821  0.00
H  -5.010  1.109  0.134  0.00
C  3.768  -1.960  4.991  0.00
C  5.032  -1.490  4.586  0.00
C  5.106  -0.300  3.887  0.00
C  3.930  0.466  3.746  0.00
C  2.672  0.011  4.259  0.00
C  2.599  -1.221  4.882  0.00
N  3.999  1.857  3.143  0.00
O  5.023  2.469  3.287  0.00
O  3.021  2.329  2.562  0.00
H  3.721  -2.889  5.541  0.00
H  5.914  -2.091  4.750  0.00
H  6.052  0.200  3.746  0.00
H  1.820  0.671  4.189  0.00
H  1.683  -1.713  5.174  0.00

Results
gap between HOMO and LUMO (alpha / beta): 3.00 / 6.48 eV
net charge: -1
multiplicity: 2
M: 1360.61 Da

---

Entry 2:
# C52H48GeN3O8PTi

C52H48GeN3O8PTi as an isolated structure (wB97M-V/def2-TZVPD, the Open Molecules 2025 dataset).

Each line ends with the Mulliken charge.
Element x y z (Å)
Ti  -0.022  0.093  0.455  -2.43
O  -5.199  2.985  -3.243  -0.73
C  -4.861  3.383  -2.115  0.30
O  -5.234  4.379  -1.465  -0.74
C  -3.776  2.522  -1.410  0.23
C  -3.534  2.665  -0.049  -1.08
C  -2.547  1.911  0.556  -0.47
N  -1.803  1.046  -0.133  1.22
C  -2.021  0.891  -1.451  0.99
C  -3.003  1.602  -2.113  -0.99
C  -1.099  -0.095  -2.171  0.22
O  -1.148  -0.172  -3.389  -0.84
O  -0.318  -0.760  -1.391  -0.66
H  -4.110  3.390  0.511  0.42
H  -2.312  2.009  1.608  0.39
H  -3.163  1.450  -3.170  0.63
C  1.814  4.949  -0.431  0.10
C  2.050  4.418  0.827  -0.11
C  0.956  4.071  1.608  -0.23
N  -0.307  4.235  1.226  -0.53
C  -0.520  4.744  0.017  -0.55
C  0.502  5.117  -0.846  -0.45
H  2.640  5.206  -1.084  0.34
H  3.057  4.244  1.192  0.19
H  1.105  3.616  2.582  0.41
H  -1.558  4.841  -0.287  0.52
H  0.264  5.507  -1.828  0.43
C  -1.053  -5.335  -3.204  -1.21
C  -0.081  -5.189  -2.038  -0.52
P  -0.735  -4.171  -0.629  0.73
C  -1.632  -5.450  0.372  -0.65
C  -3.057  -5.724  -0.098  -1.16
C  0.823  -4.176  0.378  -1.07
C  1.825  -3.101  -0.023  -1.32
H  -0.574  -5.815  -4.061  0.40
H  -1.413  -4.356  -3.523  0.25
H  -1.922  -5.937  -2.934  0.26
H  0.807  -4.653  -2.385  0.32
H  0.256  -6.168  -1.675  0.36
H  -1.667  -5.038  1.386  0.11
H  -1.050  -6.379  0.422  0.57
H  -3.626  -4.795  -0.146  0.14
H  -3.575  -6.400  0.585  0.38
H  -3.077  -6.175  -1.092  0.32
H  1.280  -5.170  0.288  0.71
H  0.532  -4.056  1.426  0.39
H  1.961  -3.043  -1.104  0.45
H  2.801  -3.282  0.434  0.47
H  1.519  -2.105  0.305  0.40
O  2.007  0.210  -0.318  -0.53
C  1.682  1.267  -0.937  1.19
O  0.601  1.842  -0.675  -0.31
C  2.567  1.817  -2.005  -0.47
C  1.992  2.538  -3.041  -0.28
C  2.774  3.095  -4.055  -1.49
C  4.130  2.906  -3.960  1.10
O  5.115  3.349  -4.818  -0.52
C  6.346  2.937  -4.239  -0.28
O  6.072  2.140  -3.098  -0.53
C  4.702  2.182  -2.930  0.54
C  3.949  1.609  -1.940  -0.82
H  0.917  2.660  -3.052  0.68
H  2.335  3.647  -4.874  0.40
H  6.918  3.822  -3.936  0.26
H  6.905  2.344  -4.968  0.23
H  4.381  1.020  -1.148  0.85
N  -4.950  -4.790  3.714  -0.70
C  -4.207  -4.059  3.222  -0.06
C  -3.280  -3.151  2.618  0.43
C  -2.083  -2.840  3.259  -1.06
C  -1.197  -1.955  2.660  0.37
C  -1.414  -1.371  1.403  1.76
C  -2.642  -1.709  0.804  -0.02
C  -3.564  -2.563  1.384  -1.01
H  -1.862  -3.273  4.228  0.48
H  -0.307  -1.684  3.216  -0.09
H  -2.885  -1.315  -0.177  0.15
H  -4.499  -2.788  0.883  0.46
C  0.585  0.653  2.188  -0.03
Ge  2.137  0.579  3.272  1.43
C  3.535  1.946  2.911  0.14
C  3.866  2.998  3.760  -0.27
C  4.866  3.908  3.435  -0.73
C  5.567  3.774  2.247  -0.59
C  5.260  2.725  1.389  -0.65
C  4.252  1.828  1.719  -0.04
C  1.594  0.758  5.175  -0.22
C  1.167  1.965  5.726  0.07
C  0.683  2.042  7.024  -0.91
C  0.602  0.898  7.805  -0.47
C  1.005  -0.318  7.272  -0.80
C  1.496  -0.382  5.974  0.02
C  3.228  -1.078  3.272  0.54
C  2.692  -2.324  2.957  0.15
C  3.441  -3.489  3.074  -0.78
C  4.754  -3.426  3.515  -0.53
C  5.310  -2.193  3.832  -0.82
C  4.553  -1.037  3.711  -0.53
H  -0.225  1.061  2.815  0.79
H  3.350  3.112  4.710  0.28
H  5.095  4.721  4.113  0.35
H  6.347  4.480  1.989  0.34
H  5.804  2.614  0.459  0.39
H  4.010  1.020  1.037  0.26
H  1.178  2.871  5.124  0.16
H  0.355  2.996  7.421  0.41
H  0.217  0.952  8.816  0.35
H  0.932  -1.222  7.865  0.39
H  1.812  -1.341  5.581  0.31
H  1.672  -2.389  2.596  -0.21
H  2.996  -4.442  2.810  0.46
H  5.344  -4.331  3.606  0.36
H  6.337  -2.133  4.173  0.39
H  5.005  -0.083  3.960  0.32

Results
relative energy (zero: lowest compared OMol25 entry of this formula, charge and spin): 21.2 kcal per mole
gap between HOMO and LUMO: 6.23 eV
net charge: -2
M: 994.42 Da

---

Number 1: calculated total energy -379529.882 eV. Number 2: calculated total energy -164477.156 eV.